No. 1
# C30H23FNO18Pb

A structure of composition C30H23FNO18Pb in a non-equilibrium geometry (wB97M-V/def2-TZVPD, the OMol25 dataset).

- LUMO energy (eV) = 11.194
- net charge = -7
- highest occupied orbital energy (eV) = 9.5

```
74
Properties=species:S:1:pos:R:3:lowdin_charge:R:1
Pb -0.399 1.517 -0.171 1.6574
C -4.026 -0.605 -1.692 -0.0186
C -3.807 0.690 -1.139 -0.3619
C -4.656 1.830 -1.857 -0.3769
O -4.682 2.961 -1.369 -0.0431
C -5.272 1.525 -3.122 -0.0689
C -5.268 0.274 -3.692 -0.4431
C -4.613 -0.898 -2.936 -0.4153
O -4.669 -2.090 -3.331 -0.0960
O -5.779 0.032 -4.838 -0.1839
O -3.121 1.036 -0.152 -0.1090
H -3.731 -1.449 -1.075 0.0975
H -5.578 2.352 -3.759 0.0599
C -0.713 0.026 -4.590 -0.0142
C -0.507 0.268 -3.198 -0.3212
C -0.016 -0.878 -2.272 -0.3186
O 0.521 -0.538 -1.180 -0.1976
C -0.008 -2.208 -2.775 -0.0149
C -0.476 -2.468 -4.072 -0.3737
C -0.793 -1.304 -5.003 -0.4026
O -1.157 -1.549 -6.190 -0.1127
O -0.284 -3.654 -4.472 -0.1062
O -0.931 1.292 -2.590 -0.1267
H -0.889 0.879 -5.227 0.0851
H 0.211 -3.015 -2.089 0.0927
C -1.069 3.372 4.562 -0.0259
C -0.806 3.331 3.129 -0.3738
C 0.664 3.113 2.669 -0.3511
O 0.949 2.939 1.463 -0.1692
C 1.673 3.271 3.681 -0.0251
C 1.375 3.520 5.026 -0.4170
C -0.065 3.418 5.511 -0.4304
O -0.380 3.543 6.748 -0.1804
O 2.310 3.699 5.867 -0.1552
O -1.655 3.403 2.253 0.0139
H -2.127 3.447 4.780 0.0798
H 2.677 3.314 3.268 0.0727
C -1.496 -1.920 4.842 -0.0656
C -0.560 -1.053 4.187 -0.3865
C -0.680 -0.772 2.647 -0.3564
O 0.226 -0.107 2.090 -0.1167
C -1.669 -1.568 1.983 -0.0147
C -2.620 -2.369 2.643 -0.4006
C -2.526 -2.566 4.184 -0.4313
O -3.319 -3.340 4.815 -0.1849
O -3.435 -3.013 1.939 -0.0819
O 0.401 -0.538 4.771 -0.0418
H -1.186 -2.166 5.855 0.0647
H -1.552 -1.713 0.916 0.0956
F -1.286 3.802 -1.084 -0.6938
C 1.716 3.244 -1.786 -0.1288
O 1.937 2.026 -1.093 -0.3481
C 3.268 1.589 -0.879 -0.1989
C 3.348 0.605 0.301 -0.1965
N 3.012 -0.762 0.062 -0.0570
C 3.990 -1.596 -0.574 -0.2416
C 3.366 -2.960 -0.823 -0.1666
O 4.425 -3.961 -0.737 -0.2263
C 3.949 -5.168 -0.178 -0.1568
H 1.882 4.114 -1.148 0.0856
H 0.709 3.222 -2.207 0.0547
H 2.388 3.264 -2.663 0.0692
H 3.889 2.451 -0.598 0.1074
H 3.575 1.127 -1.826 0.1105
H 2.764 1.009 1.137 0.1197
H 4.340 0.701 0.769 0.1040
H 2.090 -0.910 -0.353 0.0792
H 4.933 -1.548 -0.013 0.1003
H 4.267 -1.097 -1.528 0.0969
H 2.855 -2.911 -1.787 0.1221
H 2.650 -3.173 -0.028 0.1276
H 2.911 -5.384 -0.451 0.0868
H 3.831 -5.052 0.910 0.0816
H 4.707 -5.900 -0.458 0.0633
```



No. 2
# C55H48CaClN8O8Te

A structure of composition C55H48CaClN8O8Te in a non-equilibrium geometry (wB97M-V/def2-TZVPD, the OMol25 dataset).

- multiplicity = 2
- LUMO energy (alpha / beta) (eV) = 3.574 / 3.449
- expectation value of S² = 0.79
- net charge = -2
- highest occupied orbital energy (alpha / beta) (eV) = -1.8 / -1.8

```
122
Properties=species:S:1:pos:R:3:lowdin_spin:R:1
Ca 1.607 -1.656 -0.700 0.0002
O 4.633 -3.724 -3.267 0.0000
C 3.793 -3.101 -2.592 0.0000
N 3.294 -3.212 -1.392 0.0000
C 3.439 -4.294 -0.506 0.0000
C 3.908 -5.551 -0.860 0.0000
C 3.912 -6.596 0.067 0.0000
C 3.446 -6.386 1.353 0.0000
C 2.976 -5.128 1.731 0.0000
C 2.978 -4.071 0.827 0.0000
N 2.658 -2.751 1.154 0.0001
C 1.999 -2.294 2.203 0.0001
O 1.270 -2.857 3.048 0.0000
C 2.285 -0.778 2.317 0.0005
C 2.770 -0.366 3.521 -0.0013
C 3.155 0.963 3.913 0.0039
C 3.163 2.121 3.232 0.0357
C 2.947 1.071 0.895 0.0286
N 2.032 -0.019 1.197 0.0033
C 3.173 -1.874 -3.321 0.0000
C 3.593 -1.339 -4.690 0.0000
C 2.634 -1.586 -5.802 0.0000
C 1.343 -1.797 -5.543 0.0000
C 0.890 -1.822 -4.161 0.0000
N 1.669 -1.791 -3.154 0.0000
H 4.263 -5.702 -1.870 0.0000
H 4.271 -7.574 -0.236 0.0000
H 3.435 -7.199 2.072 0.0000
H 2.590 -4.947 2.725 0.0000
H 2.862 -1.137 4.278 -0.0001
H 3.481 1.043 4.950 0.0009
H 3.489 3.014 3.756 0.0012
H 2.680 1.403 -0.117 0.0024
H 4.633 -1.523 -4.937 0.0000
H 2.982 -1.551 -6.829 0.0000
H 0.613 -1.935 -6.329 0.0000
H -0.178 -1.823 -3.947 0.0000
O -0.881 -5.180 -4.440 0.0000
C -2.077 -4.625 -4.452 0.0000
O -2.812 -4.720 -5.412 0.0000
C -2.493 -3.889 -3.222 0.0000
C -3.713 -3.270 -3.057 0.0000
Cl -4.991 -3.120 -4.183 0.0000
N -3.738 -2.693 -1.829 0.0000
N -2.556 -2.880 -1.205 0.0000
C -1.797 -3.580 -2.015 0.0000
C -0.355 -3.849 -1.587 0.0000
O 0.318 -4.587 -2.331 0.0000
O 0.025 -3.252 -0.554 0.0000
C -4.751 -2.000 -1.088 0.0000
C -4.351 -1.314 0.055 0.0000
C -5.301 -0.682 0.836 0.0000
C -6.645 -0.704 0.486 0.0000
C -7.030 -1.389 -0.652 0.0000
C -6.095 -2.049 -1.439 0.0000
H -0.435 -5.137 -3.515 0.0000
H -3.314 -1.305 0.355 0.0000
H -4.972 -0.177 1.733 0.0000
H -7.382 -0.201 1.101 0.0000
H -8.074 -1.434 -0.939 0.0000
H -6.431 -2.603 -2.298 0.0000
O -1.208 -1.806 1.672 -0.0012
H -0.550 -2.176 2.290 0.0000
H -1.029 -2.287 0.843 0.0000
N 3.404 0.014 -4.062 0.0000
C 2.983 -0.420 -2.843 0.0001
H 2.957 0.795 -4.529 0.0000
C -4.248 4.239 5.940 0.0000
C -3.342 3.563 4.946 -0.0001
C -3.716 3.394 3.628 0.0001
C -2.892 2.782 2.676 0.0007
C -3.484 2.718 1.292 0.0001
C -1.623 2.322 3.056 0.0049
Te -0.098 1.142 1.907 0.0029
N -0.917 1.594 0.133 0.0155
C -0.702 0.797 -0.887 0.0026
O -0.088 -0.295 -0.949 0.0009
C -1.297 1.245 -2.201 0.0009
C -2.665 1.411 -2.362 0.0000
C -3.189 1.717 -3.613 0.0000
C -2.346 1.877 -4.702 0.0000
C -0.973 1.720 -4.540 0.0001
C -0.452 1.394 -3.297 0.0002
C 1.291 2.774 1.706 0.2515
C 2.748 2.351 1.786 0.0552
C 4.398 0.590 0.854 0.0037
C 3.669 3.427 1.285 0.1991
C 3.286 4.690 1.007 0.0322
C 4.263 5.747 0.571 -0.0067
C 1.911 5.018 1.106 0.3252
C 0.910 4.057 1.394 0.0153
C -0.507 4.558 1.280 -0.0095
C -1.246 2.463 4.412 0.0005
C 0.078 1.982 4.942 0.0033
C -2.097 3.082 5.321 0.0001
H -5.216 4.469 5.493 0.0000
H -3.816 5.177 6.299 0.0000
H -4.423 3.608 6.815 0.0000
H -4.692 3.748 3.306 0.0001
H -3.463 3.714 0.836 0.0000
H -4.530 2.418 1.353 0.0000
H -2.950 2.055 0.625 0.0001
H -3.320 1.281 -1.508 0.0000
H -4.261 1.823 -3.733 0.0000
H -2.755 2.114 -5.677 0.0000
H -0.310 1.837 -5.390 0.0000
H 0.611 1.224 -3.157 0.0000
H 4.422 -0.417 0.430 0.0005
H 4.834 0.536 1.852 0.0000
H 5.020 1.236 0.230 0.0010
H 4.717 3.155 1.216 0.0107
H 5.283 5.363 0.580 0.0003
H 4.222 6.617 1.232 -0.0023
H 4.040 6.098 -0.440 -0.0026
H 1.594 6.032 0.883 0.0218
H -0.514 5.482 0.697 -0.0001
H -0.940 4.767 2.260 -0.0038
H -1.142 3.838 0.772 -0.0019
H 0.214 0.903 4.836 0.0000
H 0.161 2.221 6.004 0.0003
H 0.923 2.452 4.438 0.0024
H -1.771 3.181 6.353 0.0000
```